Here is a cluster of 4 separate species, C3H15NO3 in total at a distorted geometry from OMol25. Energies are from wB97M-V/def2-TZVPD.

The geometry in XYZ format:
```
22
Properties=species:S:1:pos:R:3:forces:R:3:nbo_charge:R:1
C 2.671 -0.422 0.280 2.93 1.32 -0.91 -0.67
C 1.274 -1.027 0.393 1.18 -0.66 1.92 -0.24
N 0.202 -0.167 0.011 0.44 1.39 -0.83 -0.67
C 0.196 1.151 0.619 -0.94 0.50 -0.23 -0.42
H 3.360 -0.785 -0.514 -0.90 -0.43 0.07 0.22
H 3.339 -0.506 1.164 -0.90 -0.45 -0.03 0.22
H 2.815 0.663 0.095 -1.03 -0.25 0.05 0.21
H 1.281 -1.241 1.474 -0.73 -0.20 0.12 0.16
H 1.359 -2.026 -0.043 -0.79 0.28 -0.53 0.22
H -0.725 -0.427 -0.266 0.26 -0.92 0.00 0.39
H 0.075 2.026 -0.071 0.46 -0.86 -0.04 0.19
H -0.702 1.241 1.236 0.29 0.06 0.59 0.18
H 1.110 1.293 1.183 -0.18 0.17 0.31 0.20
O 0.984 0.095 -2.645 0.85 0.74 0.12 -0.95
H 1.237 0.204 -1.709 -0.75 -0.44 -0.14 0.48
H 1.478 0.837 -3.024 -0.22 -0.28 -0.46 0.46
O -0.449 -3.600 -1.967 -0.53 -0.30 0.60 -0.95
H -0.396 -2.839 -1.369 0.35 -0.21 -0.75 0.47
H 0.155 -3.514 -2.706 0.19 0.55 0.12 0.48
O -4.522 3.674 3.457 1.00 0.18 -0.35 -0.92
H -3.672 3.746 2.986 -0.23 0.22 0.58 0.46
H -5.008 3.170 2.814 -0.78 -0.39 -0.23 0.46
```
Forces are in eV/Å.

- ΔE to the lowest compared entry with this formula, charge and spin (kcal/mol) = 50.3
- E_LUMO (eV) = 0.5
- gap between HOMO and LUMO (eV) = 9.20